(1)
Entry from OMol25: a 5-piece molecular cluster, C27H36N5PSSi overall at a distorted geometry (ωB97M-V/def2-TZVPD).

Results
**ΔE to the lowest compared entry with this formula, charge and spin**: 254.1 kcal/mol
**Molar mass**: 521.7 g mol⁻¹
**F_max**: 9.40 eV/Å
**Kohn-Sham gap**: 7.65 eV
**HOMO**: -8.06 eV
**SMILES**: Cc1ccccc1C[Si@@H](N=C=S)P(C)C.c1cc[nH]c1.c1cc[nH]c1.c1cc[nH]c1.c1cc[nH]c1

Geometry as XYZ:
```
71
Properties=species:S:1:pos:R:3:forces:R:3
C -1.1220 0.1775 5.4025 -1.207 -0.501 -0.174
C -2.6698 0.7610 5.3943 -2.166 1.541 0.266
C -2.9223 2.1119 6.3421 -3.507 -1.559 -2.073
C -4.4202 2.7731 6.4656 1.263 -3.918 -2.602
C -5.6369 2.0531 5.6151 3.288 -1.167 -0.022
C -5.3814 0.7240 4.6459 2.811 2.055 2.371
C -3.8590 0.0530 4.5135 -1.045 3.106 2.311
C -3.6445 -1.2672 3.5158 -1.832 0.530 1.355
Si -2.4886 -0.8927 2.0223 -0.289 0.311 0.303
N -0.7298 -1.1608 2.4678 -0.824 -9.047 2.411
C -0.7406 -2.4820 2.9272 -0.411 4.785 0.903
S -0.8846 -3.8705 3.9528 0.706 4.150 -3.519
P -2.8354 -2.2118 0.2631 0.420 -0.937 -0.820
C -4.4973 -1.8169 -0.5942 -0.346 0.823 -1.000
C -1.3425 -1.7732 -0.9096 1.097 1.038 -0.218
H -1.2171 -0.9958 5.2450 0.414 2.507 0.255
H -0.6576 0.3465 6.4634 -0.853 -0.153 -2.136
H -0.4471 0.6462 4.5373 -1.576 -1.029 2.017
H -1.9987 2.5785 6.9160 -2.180 -1.150 -1.338
H -4.5925 3.7128 7.1533 0.271 -2.169 -1.633
H -6.7203 2.5284 5.7497 2.589 -1.328 -0.510
H -6.3219 0.2761 4.0827 2.323 0.965 1.265
H -4.7258 -1.4764 3.0589 2.195 0.427 0.946
H -3.3723 -2.2357 4.1264 -0.385 2.004 -1.150
H -2.6917 0.5202 1.6308 0.297 0.123 0.284
H -5.0878 -0.9446 -0.0795 1.049 -1.716 -0.953
H -4.2345 -1.4541 -1.7008 -0.773 -0.893 2.352
H -5.1315 -2.8031 -0.6041 1.200 2.079 -0.079
H -1.7048 -1.4422 -1.9720 0.648 -0.625 2.032
H -0.5814 -2.6639 -1.0132 -1.782 1.622 0.257
H -0.7162 -0.8763 -0.4315 -1.356 -1.843 -1.164
N -1.7361 1.9330 -3.9744 -0.016 -0.005 0.014
C -1.6486 1.4662 -2.6888 0.035 0.021 0.089
C -2.9207 1.4258 -2.1631 0.388 -0.104 0.095
C -3.8072 1.8787 -3.1692 -0.063 0.118 -0.396
C -3.0493 2.1823 -4.2779 -0.099 0.049 -0.019
H -0.9542 2.0711 -4.6015 -0.346 -0.123 0.271
H -0.6910 1.2049 -2.2586 -0.169 -0.016 -0.066
H -3.1820 1.1038 -1.1634 0.072 0.045 -0.124
H -4.8828 1.9726 -3.0933 0.186 -0.010 -0.033
H -3.3311 2.5546 -5.2538 0.013 -0.062 0.188
N 1.4831 0.1485 -4.8100 -0.104 0.126 0.012
C 0.6504 -0.7547 -5.4177 -0.084 -0.132 -0.066
C 0.7137 -1.9347 -4.7107 -0.214 0.187 -0.326
C 1.6118 -1.7342 -3.6353 0.221 0.266 0.208
C 2.0697 -0.4384 -3.7190 0.075 -0.062 0.190
H 1.6396 1.0995 -5.1178 0.040 -0.409 0.087
H 0.0867 -0.4817 -6.2997 0.089 -0.096 0.136
H 0.1707 -2.8415 -4.9436 0.087 0.171 0.026
H 1.8936 -2.4571 -2.8806 -0.028 0.137 -0.108
H 2.7620 0.1145 -3.0981 -0.043 -0.115 -0.098
N 3.5283 2.3041 -1.3194 0.049 -0.027 0.040
C 4.5231 1.7740 -0.5398 -0.036 -0.110 0.050
C 5.7126 2.3603 -0.9107 -0.145 -0.301 0.209
C 5.4240 3.2807 -1.9465 -0.270 0.199 -0.321
C 4.0675 3.2276 -2.1767 0.097 0.046 -0.097
H 2.5493 2.0537 -1.2693 0.355 0.108 0.050
H 4.3003 1.0258 0.2091 0.066 0.110 -0.114
H 6.6831 2.1489 -0.4808 -0.143 0.079 -0.009
H 6.1297 3.9145 -2.4679 -0.143 -0.101 0.089
H 3.4417 3.7656 -2.8762 0.142 -0.055 0.122
N 6.1888 -1.2498 -0.7600 0.005 -0.083 0.055
C 5.3561 -2.1530 -1.3677 -0.010 -0.010 -0.033
C 5.4194 -3.3330 -0.6606 -0.201 0.135 -0.289
C 6.3175 -3.1325 0.4148 0.232 0.212 0.223
C 6.7754 -1.8367 0.3310 0.033 -0.040 0.001
H 6.3453 -0.2988 -1.0678 -0.136 -0.273 0.078
H 4.7924 -1.8800 -2.2497 0.090 -0.078 0.113
H 4.8764 -4.2398 -0.8935 0.084 0.161 0.027
H 6.5993 -3.8554 1.1695 -0.044 0.139 -0.121
H 7.4677 -1.2838 0.9519 -0.106 -0.129 -0.094
```
Forces are in eV/Å.

Here are the Mulliken charges for atoms 1 to 2, given in e:
1 C -0.80
2 C 0.48

***

(2)
Entry from OMol25: C27H37Br2CrN5OP as an isolated structure at a distorted geometry (ωB97M-V/def2-TZVPD).

Results
**Molar mass**: 690.4 g mol⁻¹
**F_max**: 1.91 eV/Å
**Net charge**: +2
**Kohn-Sham gap (alpha / beta)**: 6.18 / 6.96 eV
**HOMO (alpha / beta)**: -13.60 / -13.63 eV
**Multiplicity**: 2

Geometry as XYZ:
```
74
Properties=species:S:1:pos:R:3:forces:R:3
Cr -0.1724 0.7109 0.0630 -0.465 -0.350 -0.116
Br -0.7242 2.9974 -1.1630 0.003 0.478 -0.473
C -2.2982 4.2046 -1.0672 -0.078 -0.199 0.289
Br -3.8005 3.3435 -0.2727 -0.089 0.392 0.020
H -2.5335 4.4941 -2.0889 0.184 -0.216 0.090
H -2.0092 5.0598 -0.4599 0.071 -0.213 -0.069
C -0.1157 1.1323 -4.2300 -0.037 -0.044 -0.012
C -1.2713 0.3366 -3.6964 0.059 -0.060 0.291
C -2.4986 0.3652 -4.3402 -0.047 -0.117 0.120
C -3.5578 -0.4116 -3.9019 -0.067 -0.023 0.041
C -3.4048 -1.2519 -2.8118 0.126 0.047 -0.052
C -2.1946 -1.2927 -2.1422 0.339 -0.092 -0.016
C -1.1428 -0.4933 -2.5710 -1.153 -0.112 -0.453
N 0.1173 -0.4611 -1.9173 0.734 0.359 0.274
C 0.6464 -1.0947 -0.8180 0.349 -1.285 -0.203
N 2.0368 -1.2333 -0.7972 0.356 0.179 -0.196
C 2.6643 -0.0052 -0.4819 -0.156 -0.276 -0.006
C 1.8287 1.0634 -0.1134 -0.798 -0.270 0.031
C 2.4600 2.2857 0.0931 0.186 0.576 0.226
C 3.8322 2.4283 -0.0176 -0.286 0.184 0.026
C 4.6240 1.3330 -0.3312 -0.307 -0.127 -0.049
C 4.0536 0.0949 -0.5759 0.002 0.081 0.020
C 4.8850 -1.0816 -0.9765 -0.038 0.006 0.026
N -0.0767 -1.3891 0.2313 -0.406 1.550 -1.042
C 0.4083 -2.2575 1.2157 0.440 -0.753 1.080
C 0.3364 -1.8457 2.5474 -0.039 0.111 -0.367
C 0.7867 -2.6556 3.5676 0.084 -0.167 0.131
C 1.2704 -3.9239 3.2769 -0.143 0.119 -0.002
C 1.2738 -4.3643 1.9661 0.068 0.138 0.082
C 0.8686 -3.5517 0.9147 -0.276 0.352 0.007
C 0.8997 -4.0868 -0.4802 0.062 -0.017 -0.043
H -0.4603 1.8180 -4.9983 0.037 0.045 -0.047
H 0.6136 0.4688 -4.6993 0.150 0.018 -0.047
H 0.3842 1.7242 -3.4624 0.071 0.023 -0.018
H -2.6195 0.9996 -5.2045 -0.008 0.061 -0.112
H -4.5020 -0.3751 -4.4186 -0.133 0.021 -0.112
H -4.2223 -1.8783 -2.4902 -0.043 -0.077 0.036
H -2.0475 -1.9571 -1.3047 -0.062 -0.027 0.115
H 0.8451 -0.1454 -2.5619 -0.096 0.038 0.444
H 2.4920 -1.7718 -1.5245 -0.210 -0.053 -0.042
H 1.8687 3.1606 0.3294 0.029 0.070 0.039
H 4.2874 3.3955 0.1235 0.029 0.111 0.057
H 5.6928 1.4473 -0.4137 0.165 0.004 0.005
H 5.9348 -0.8610 -0.8139 0.103 -0.074 -0.056
H 4.7507 -1.3135 -2.0350 0.046 -0.069 -0.080
H 4.6277 -1.9653 -0.3960 -0.001 -0.119 0.054
H -0.0624 -0.8617 2.7528 0.019 -0.023 0.071
H 0.7623 -2.3081 4.5884 -0.045 0.046 0.113
H 1.6106 -4.5702 4.0710 0.039 -0.054 0.044
H 1.6084 -5.3644 1.7400 0.062 -0.145 -0.028
H 0.7387 -5.1618 -0.4764 -0.046 -0.024 -0.060
H 1.8722 -3.9103 -0.9381 0.086 -0.036 -0.102
H 0.1359 -3.6259 -1.1029 -0.101 -0.052 -0.172
N -3.0006 -1.3768 1.3024 0.054 -0.104 0.048
C -3.2938 -0.2798 0.5789 -0.056 -0.478 0.314
N -4.5885 -0.0585 0.3126 -0.211 0.155 -0.066
O -2.4084 0.5031 0.1838 1.268 0.530 -0.115
H -3.7042 -2.0487 1.5595 0.027 0.046 0.026
H -2.0342 -1.6280 1.4393 -0.086 0.022 -0.034
H -5.3157 -0.6542 0.6695 0.031 0.006 0.004
H -4.8646 0.7789 -0.1714 0.146 -0.081 -0.077
C -1.5024 1.4468 3.4213 0.049 -0.201 -0.297
P -0.1748 1.8016 2.2117 0.141 0.631 0.833
C 1.3515 1.6058 3.1963 -0.130 -0.028 -0.148
C -0.3727 3.6270 2.1696 0.110 -0.219 -0.162
H -1.4025 2.1621 4.2392 0.023 -0.062 -0.013
H -1.4354 0.4379 3.8204 -0.037 -0.061 0.017
H -2.4749 1.5836 2.9512 -0.038 -0.020 -0.025
H 1.2087 2.0694 4.1716 -0.037 0.009 0.040
H 2.1825 2.0945 2.6896 -0.018 -0.048 -0.005
H 1.5937 0.5532 3.3293 0.045 -0.017 -0.008
H -0.2384 4.0173 3.1792 0.009 -0.075 0.012
H -1.3844 3.8640 1.8417 -0.016 0.033 -0.063
H 0.3540 4.1051 1.5171 -0.041 0.027 -0.037
```
Forces are in eV/Å.

Here are the Mulliken charges for atoms 1 to 2, given in e:
1 Cr -0.10
2 Br -0.03

***

(3)
Entry from OMol25: C27H37ClN6OPdSTe as an isolated structure (ωB97M-V/def2-TZVPD).

Results
**ΔE to the lowest compared entry with this formula, charge and spin**: 13.9 kcal/mol
**Molar mass**: 763.2 g mol⁻¹
**F_max**: 0.95 eV/Å
**Net charge**: +1
**Kohn-Sham gap (alpha / beta)**: 7.92 / 6.25 eV
**HOMO (alpha / beta)**: -11.33 / -11.27 eV
**Multiplicity**: 2

Geometry as XYZ:
```
75
Properties=species:S:1:pos:R:3:forces:R:3
Pd 1.7386 -1.1214 2.0280 0.055 0.463 0.658
Cl 0.6656 -3.3313 4.0492 0.023 0.027 -0.002
C 1.9346 -2.1706 3.7170 -0.025 -0.054 0.132
H 2.8970 -2.6716 3.6884 -0.005 -0.039 -0.073
H 1.9004 -1.3757 4.4598 0.021 0.015 -0.028
C 3.3300 2.6351 1.7641 0.013 -0.013 -0.016
C 2.6340 1.3083 1.7622 -0.314 -0.316 -0.041
O 2.5223 0.6959 2.8760 -0.223 0.163 -0.550
N 2.0796 0.6901 0.7074 0.022 0.419 0.307
Te 2.3203 1.3561 -1.1395 0.186 -0.030 -0.003
C 0.4995 2.2236 -1.7903 -0.017 0.024 0.148
C -0.4918 2.7137 -0.9360 -0.076 0.018 -0.066
C -0.3828 2.7642 0.5645 0.101 -0.062 0.003
C -1.6574 3.1978 -1.5205 0.010 0.015 0.004
C -1.8476 3.2289 -2.8954 -0.006 0.002 -0.004
C -3.1132 3.7743 -3.4932 0.006 -0.003 0.003
C -0.8149 2.7845 -3.7096 0.009 0.000 0.016
C 0.3692 2.2847 -3.1840 0.040 -0.010 -0.004
C 1.4437 1.8319 -4.1409 0.007 -0.004 -0.001
C 2.1127 -0.5086 -2.0625 -0.002 0.018 0.090
C 3.2605 -1.0086 -2.6861 0.056 -0.048 -0.015
C 4.5853 -0.2932 -2.6606 -0.001 0.034 0.018
C 3.1630 -2.2334 -3.3317 -0.018 -0.023 0.032
C 1.9747 -2.9545 -3.3567 0.016 0.044 0.007
C 1.8937 -4.2926 -4.0320 0.006 -0.008 -0.009
C 0.8629 -2.4238 -2.7143 -0.037 0.011 -0.024
C 0.8974 -1.2007 -2.0571 -0.054 -0.025 0.001
C -0.3607 -0.7095 -1.3928 -0.014 -0.021 0.057
H 4.0564 2.6510 2.5728 -0.003 -0.004 -0.004
H 2.5974 3.4210 1.9560 -0.008 0.008 0.003
H 3.8312 2.8531 0.8221 0.005 0.006 -0.004
H 0.5684 3.1967 0.8812 -0.017 -0.046 0.008
H -0.4741 1.7760 1.0214 0.062 -0.004 -0.022
H -1.1733 3.3967 0.9639 -0.003 -0.010 0.017
H -2.4393 3.5763 -0.8724 -0.008 0.002 0.005
H -3.9014 3.8563 -2.7471 -0.003 0.000 0.002
H -3.4692 3.1379 -4.3028 -0.001 -0.002 -0.004
H -2.9405 4.7681 -3.9099 0.000 0.002 0.000
H -0.9258 2.8335 -4.7870 0.002 -0.002 -0.005
H 1.3087 2.3128 -5.1077 -0.009 0.007 0.001
H 1.4189 0.7519 -4.2949 0.000 0.008 -0.003
H 2.4504 2.0975 -3.8008 -0.010 -0.004 -0.015
H 4.9173 -0.1104 -1.6354 -0.013 -0.023 -0.032
H 4.5461 0.6604 -3.1941 0.003 0.002 0.000
H 5.3507 -0.9028 -3.1358 -0.003 0.006 -0.016
H 4.0441 -2.6412 -3.8124 0.003 -0.003 -0.007
H 2.7693 -4.4796 -4.6510 -0.002 -0.001 -0.002
H 1.0050 -4.3605 -4.6595 0.001 -0.002 0.002
H 1.8307 -5.0891 -3.2884 0.000 -0.003 0.002
H -0.0665 -2.9832 -2.7146 0.011 -0.001 0.010
H -0.9946 -1.5542 -1.1304 0.018 -0.025 0.006
H -0.9284 -0.0556 -2.0580 0.004 0.005 -0.006
H -0.1646 -0.1628 -0.4695 0.030 -0.026 -0.015
S 1.9588 -3.1081 0.8909 -0.096 -0.015 -0.213
C 3.4355 -2.3715 0.5317 -0.167 -0.375 -0.113
N 4.4494 -1.8615 0.2926 0.045 0.185 0.093
C -5.2766 -1.2622 2.9781 0.011 -0.006 0.000
C -4.6404 -0.9688 4.3322 0.011 0.017 0.004
C -4.3753 0.5224 4.5136 0.003 -0.014 0.018
C -3.3774 -1.7994 4.5669 -0.040 -0.006 0.014
N -2.2896 -1.4653 3.6484 0.044 -0.027 -0.120
C -1.2951 -0.5899 3.7790 -0.099 -0.089 0.061
N -0.5848 -0.6117 2.6776 0.659 -0.315 -0.609
N -1.1678 -1.5310 1.8646 -0.204 -0.044 0.207
N -2.1811 -2.0498 2.4407 -0.038 0.206 0.101
H -6.2217 -0.7282 2.8839 -0.003 0.005 -0.003
H -5.4740 -2.3268 2.8495 -0.002 -0.003 -0.002
H -4.6297 -0.9421 2.1590 -0.003 0.003 -0.003
H -5.3305 -1.2922 5.1173 0.002 -0.008 -0.003
H -3.7217 0.9051 3.7257 0.005 0.010 -0.010
H -3.9160 0.7400 5.4805 -0.004 0.001 0.002
H -5.3078 1.0826 4.4570 -0.001 0.003 -0.002
H -3.5727 -2.8617 4.4305 0.003 0.004 -0.003
H -2.9933 -1.6453 5.5751 0.011 -0.002 -0.005
H -1.1214 0.0226 4.6466 0.025 -0.017 0.023
```
Forces are in eV/Å.

Here are the Mulliken charges for atoms 1 to 2, given in e:
1 Pd 0.30
2 Cl -0.12

***

(4)
Entry from OMol25: C27H37CsN4O3 as an isolated structure at a distorted geometry (ωB97M-V/def2-TZVPD).

Results
**ΔE to the lowest compared entry with this formula, charge and spin**: 4.7 kcal/mol
**Molar mass**: 598.5 g mol⁻¹
**F_max**: 2.93 eV/Å
**Kohn-Sham gap**: 7.09 eV
**HOMO**: -7.09 eV

Geometry as XYZ:
```
72
Properties=species:S:1:pos:R:3:forces:R:3
Cs 1.0225 -2.6298 0.0629 0.454 -0.385 0.439
C 0.9947 -1.8682 4.2313 0.240 -1.691 -0.311
C 0.5124 -3.1719 3.5387 -0.415 0.836 0.584
C -0.8413 -3.2605 3.1690 1.790 -2.089 -1.020
C -1.2492 -4.3789 2.3865 -0.161 0.725 0.680
C -0.3325 -5.3379 2.0128 1.459 1.197 0.755
C 1.0093 -5.2295 2.3958 -1.065 0.091 -0.114
C 1.3919 -4.2116 3.2103 -0.134 0.976 0.857
H 1.1036 -1.1238 3.4545 -0.223 0.462 -0.028
H 1.9867 -1.9938 4.6721 -0.066 -0.133 0.002
H 0.3166 -1.5754 5.0225 -0.218 0.296 -0.041
H -1.4726 -2.5081 3.5324 -1.132 0.893 0.034
H -2.2724 -4.5307 2.0575 -0.035 0.282 0.246
H -0.5694 -6.1980 1.4924 -0.946 -1.410 -1.272
H 1.7693 -5.8824 2.0467 0.269 -0.997 -0.097
H 2.3393 -4.2917 3.7086 0.645 0.499 -0.216
C -3.5765 -0.5812 0.9426 1.529 -1.824 -0.808
C -2.3410 -1.0604 0.0419 -0.741 0.156 1.118
O -1.1964 -1.0313 0.5235 -1.586 0.339 -0.336
C -2.7268 -1.5057 -1.3005 0.445 0.940 1.634
C -4.0739 -1.5211 -1.6311 -1.444 0.096 -1.235
C -4.4981 -1.6054 -2.9499 0.731 0.325 -0.145
C -3.4730 -1.5199 -3.9200 -0.133 -0.670 -0.454
C -2.1316 -1.4711 -3.5997 -0.464 -0.256 -0.673
C -1.7052 -1.5979 -2.2704 0.782 -0.993 0.188
O -0.4985 -1.8964 -1.9487 -0.259 0.734 -0.967
H -3.1427 -0.2665 1.8828 -0.247 0.115 0.224
H -4.1735 -1.5255 1.0364 0.267 0.966 0.381
H -4.1782 0.1686 0.4510 -0.052 0.250 0.042
H -4.8646 -1.4228 -0.9002 0.249 -0.160 0.224
H -5.5483 -1.6485 -3.2644 0.518 -0.024 0.362
H -3.7382 -1.6581 -4.9723 0.031 0.396 0.226
H -1.3629 -1.5319 -4.3567 -0.028 0.102 -0.231
N 2.7858 -1.8938 -2.4282 -0.878 0.356 -0.839
C 3.4581 -0.6061 -2.7096 -0.057 0.137 1.160
C 2.5467 0.5456 -2.1690 0.043 -0.511 -1.549
N 1.2522 0.5507 -2.8568 0.065 0.158 0.828
H 3.2422 -2.6529 -2.9337 -0.124 0.222 0.090
H 1.8109 -1.8199 -2.8197 1.179 -0.361 0.457
H 3.6600 -0.4464 -3.7719 -0.101 0.095 -0.126
H 4.4373 -0.6230 -2.1953 -0.345 0.145 -0.133
H 3.0067 1.5215 -2.3720 0.151 -0.212 0.231
H 2.3451 0.4514 -1.1219 0.191 -0.124 0.462
H 0.6927 -0.2831 -2.6645 -0.007 0.204 -0.054
H 1.4406 0.6414 -3.8303 -0.272 -0.076 -0.878
C -2.4376 4.4240 1.2102 -0.381 -0.319 1.065
C -1.2284 4.9743 0.5163 1.463 -0.857 0.064
N -0.2168 3.8877 0.3389 -1.120 1.265 0.631
C -0.1751 3.1464 -0.9139 -0.981 -0.878 -0.031
C 0.7973 3.8153 -1.8497 0.563 -1.001 -0.848
C 0.6551 3.7219 1.3343 1.367 -1.027 0.664
O 0.8311 4.4072 2.3457 -0.806 0.040 -0.876
C 1.5809 2.5202 1.1891 -1.004 0.317 0.301
C 2.9220 2.7733 1.1837 0.954 -0.224 0.220
C 3.7883 1.6992 1.1444 1.158 -0.701 -0.319
C 3.2737 0.4040 1.0951 -0.915 0.370 0.168
N 1.9546 0.1514 1.1767 -0.138 0.624 0.061
C 1.1215 1.2022 1.2215 1.778 0.339 -0.092
H -3.0402 5.3133 1.4519 -0.173 -0.555 0.352
H -2.0624 3.8905 2.1522 -0.846 0.858 -1.157
H -3.0760 3.7225 0.6223 0.696 0.477 0.253
H -0.7630 5.7722 1.0976 -0.007 -0.305 0.319
H -1.4032 5.4432 -0.4250 -0.429 -0.012 -0.985
H -1.2399 3.0703 -1.2880 1.177 0.233 0.172
H 0.1381 2.0848 -0.7311 -0.309 1.107 -0.336
H 0.5853 4.8204 -2.1453 -0.532 0.736 0.077
H 0.9266 3.2325 -2.7679 -0.185 -0.026 0.129
H 1.7734 3.8248 -1.3769 0.261 0.038 0.189
H 3.3257 3.7762 1.2476 -0.222 0.060 -0.065
H 4.8792 1.8676 1.1085 -0.707 -0.191 0.028
H 3.8497 -0.4955 0.9324 0.542 0.139 0.207
H 0.0819 1.0319 1.2444 -1.109 -0.582 0.114
```
Forces are in eV/Å.

Here are the Mulliken charges for atoms 1 to 2, given in e:
1 Cs 1.43
2 C -1.18

***

Question: molar mass of number 1 (C27H36N5PSSi)?
Answer: 521.7 g mol⁻¹